Formula: C4H9I2NP
Source: OMol25
Level of theory: ωB97M-V/def2-TZVPD

Values from the calculation:
SMILES string: [NH3+][C@@H]1[C@@H](P)[C@H](I)[C@H]1I
E in eV: -31264.6857
HOMO-LUMO gap in hartree: 0.316
Molar mass in g/mol: 355.905
Energy above the lowest of the compared OMol25 structures with the same formula, charge and spin in kJ/mol: 0.00
Charge: +1

Each line ends with the Löwdin charge.
Cartesian coordinates (Å):
1 C 0.375 -0.752 0.079  -0.449
2 C 0.364 0.670 -0.509  -0.482
3 C -0.999 -0.530 0.624  -0.805
4 C -1.234 0.899 0.032  -0.771
5 N 1.416 -1.160 1.060  0.215
6 P 0.520 0.939 -2.408  0.855
7 I -2.308 -2.234 0.226  0.845
8 I -1.638 2.341 1.526  0.883
9 H 0.482 -1.430 -0.656  0.079
10 H 0.995 1.484 -0.093  0.088
11 H -0.881 -0.475 1.829  0.102
12 H -2.150 0.823 -0.534  0.038
13 H 2.316 -1.452 0.556  0.212
14 H 1.092 -2.017 1.609  0.203
15 H 1.695 -0.430 1.754  0.189
16 H 0.764 2.383 -2.487  -0.064
17 H -0.808 0.941 -2.608  -0.139

Formula: C11H20Br12ClNO4PS2
Source: OMol25
Level of theory: ωB97M-V/def2-TZVPD

Values from the calculation:
E in eV: -905404.0432
HOMO-LUMO gap in hartree: 0.275
Molar mass in g/mol: 1319.693
Charge: -1

Each line ends with the Löwdin charge.
Cartesian coordinates (Å):
1 C 3.789 -0.798 1.848  -0.155
2 C 3.940 0.200 0.688  -0.462
3 P 2.771 0.122 -0.735  0.903
4 C 2.602 -1.674 -1.056  -0.469
5 C 1.745 -1.951 -2.310  -0.182
6 S 0.969 0.593 0.361  0.359
7 O 0.690 -0.413 1.381  -0.402
8 O 1.240 1.948 0.833  -0.391
9 N -0.107 0.565 -0.829  -0.362
10 S -1.631 0.263 -0.504  0.545
11 O -2.056 0.739 0.805  -0.401
12 O -2.421 0.709 -1.651  -0.370
13 C -1.899 -1.520 -0.462  -0.254
14 C -1.830 -2.132 0.946  -0.741
15 C -3.172 -2.718 1.425  -0.130
16 Cl -0.557 -3.402 1.029  0.601
17 H 2.789 -0.749 2.282  0.050
18 H 3.989 -1.826 1.522  0.061
19 H 4.513 -0.563 2.642  0.065
20 H 3.830 1.227 1.065  0.064
21 H 4.954 0.135 0.267  0.055
22 H 3.612 -2.072 -1.242  0.001
23 H 2.179 -2.218 -0.198  0.065
24 H 0.681 -1.862 -2.094  0.035
25 H 1.959 -2.967 -2.663  0.017
26 H 1.981 -1.238 -3.112  0.066
27 H -1.178 -1.983 -1.137  0.065
28 H -2.895 -1.641 -0.904  0.098
29 H -1.545 -1.337 1.636  0.056
30 H -3.268 -3.787 1.218  0.062
31 H -3.996 -2.151 0.980  0.080
32 H -3.217 -2.574 2.511  0.039
33 C -3.263 1.629 3.053  -1.614
34 Br -4.797 1.945 1.949  0.586
35 Br -2.855 3.167 4.146  0.571
36 Br -3.480 0.039 4.114  0.593
37 H -2.425 1.453 2.391  -0.072
38 C 6.188 -4.220 -2.659  -1.640
39 Br 4.470 -4.150 -3.519  0.621
40 Br 6.420 -2.780 -1.406  0.596
41 Br 6.496 -5.929 -1.830  0.564
42 H 6.939 -4.100 -3.426  -0.034
43 C -2.252 3.088 -3.284  -1.626
44 Br -0.792 3.030 -4.535  0.560
45 Br -2.361 4.804 -2.416  0.531
46 Br -3.914 2.615 -4.117  0.570
47 H -2.068 2.336 -2.522  -0.084
48 C -4.101 6.372 2.003  -1.648
49 Br -3.238 5.578 0.491  0.534
50 Br -3.757 8.267 2.107  0.548
51 Br -5.991 6.011 2.028  0.548
52 H -3.679 5.921 2.891  -0.069

Formula: C3H6N4
Source: OMol25
Level of theory: ωB97M-V/def2-TZVPD

Values from the calculation:
E in eV: -9164.4906
HOMO-LUMO gap in hartree: 0.296
Molar mass in g/mol: 98.109
Energy above the lowest of the compared OMol25 structures with the same formula, charge and spin in kJ/mol: 421.21

Each line ends with the Löwdin charge.
Cartesian coordinates (Å):
1 C 1.078 0.697 -0.158  -0.122
2 C 3.178 -0.605 0.097  0.121
3 C -0.267 0.209 -0.085  -0.438
4 N 2.120 -0.041 -0.056  -0.005
5 N -0.572 -1.047 -0.192  -0.002
6 N -1.219 1.232 0.169  0.059
7 N -1.942 -1.426 -0.109  -0.001
8 H 1.024 1.772 -0.126  0.108
9 H 3.680 -1.125 -0.554  -0.011
10 H -1.838 1.423 -0.607  0.087
11 H -0.904 2.052 0.757  0.111
12 H -1.957 -2.337 0.385  0.085
13 H -2.382 -0.803 0.478  0.008

Values of E_LUMO, in order: -3.98 1.37 0.55, all in eV.
Values of max |F|, in order: 4.3 0.8 6.3, all in eV Å⁻¹.